{"formula": "C5H13NO", "method": "ωB97M-V/def2-TZVPD", "species": ["C", "C", "O", "C", "N", "C", "C", "H", "H", "H", "H", "H", "H", "H", "H", "H", "H", "H", "H", "H"], "coordinates": [[0.72355, 0.94781, -1.31016], [2.80470, -1.03789, 0.35816], [2.04385, 0.03913, 0.75387], [-0.28970, 0.24201, -1.76927], [-2.15351, -0.50072, 0.37546], [-2.58034, 0.86303, 0.28032], [-0.94181, -0.51533, 1.07306], [1.47145, 0.58343, -0.47974], [0.91533, 1.95240, -1.67646], [2.23045, -1.93696, 0.64972], [2.86577, -1.25688, -0.74030], [3.79666, -1.10384, 0.81688], [-0.68475, -0.45291, -1.02669], [-0.71392, 0.10789, -2.76171], [-2.84381, 1.20022, 1.29772], [-1.78250, 1.54104, -0.06290], [-3.45661, 1.02023, -0.34206], [-0.47423, -1.49261, 1.22889], [-0.10571, 0.01361, 0.53923], [-1.00966, 0.04115, 2.01598]], "forces_ev_per_a": [[-0.5883, 0.8441, -0.5991], [-0.8879, -1.0187, 0.2198], [0.0776, 0.2053, -0.9471], [0.3753, -0.7702, -0.1197], [1.6135, 0.8465, -0.3190], [-0.7113, -0.1609, 0.3021], [-0.2664, -0.8759, 1.0864], [-0.3479, 0.0222, 1.1555], [0.5644, -0.1614, -0.4788], [0.3305, -0.3449, 0.3307], [0.1611, 0.7882, 0.2424], [0.0915, 0.1477, -0.1685], [-0.4797, -0.8120, -0.8890], [-0.1759, 0.8946, 0.0974], [0.1304, 0.0962, -0.0673], [0.2599, -0.1693, 0.0187], [-0.0577, -0.3569, -0.1188], [-0.6049, -0.1223, 0.0319], [0.3470, 0.7857, 0.2268], [0.1688, 0.1620, -0.0045]], "mulliken_charge": [-0.443, -0.613, -0.684, -0.623, -0.307, -0.649, -0.328, 0.348, 0.297, 0.199, 0.269, 0.267, 0.353, 0.294, 0.349, 0.292, 0.282, 0.239, 0.113, 0.348], "total_charge": 0, "gap_ev": 4.5}

---

{"formula": "C20H56N2O8", "method": "ωB97M-V/def2-TZVPD", "species": ["C", "O", "H", "H", "H", "H", "C", "O", "N", "N", "H", "H", "H", "H", "C", "C", "C", "O", "H", "H", "H", "H", "H", "H", "H", "H", "C", "C", "C", "O", "H", "H", "H", "H", "H", "H", "H", "H", "C", "C", "C", "O", "H", "H", "H", "H", "H", "H", "H", "H", "C", "C", "C", "O", "H", "H", "H", "H", "H", "H", "H", "H", "C", "C", "C", "O", "H", "H", "H", "H", "H", "H", "H", "H", "C", "C", "C", "O", "H", "H", "H", "H", "H", "H", "H", "H"], "coordinates": [[-1.89070, -5.40252, 0.80269], [-2.75570, -4.44152, 1.40669], [-0.82070, -5.03252, 0.91969], [-2.09270, -5.63852, -0.23931], [-2.03170, -6.39352, 1.25969], [-2.22770, -3.62852, 1.65669], [2.00330, 1.22648, -0.92331], [1.25230, 2.41048, -0.76031], [1.74230, 0.28948, -1.81631], [3.12530, 1.05548, -0.29631], [0.96630, 0.41948, -2.54631], [2.03830, -0.67352, -1.68631], [3.52230, 1.76848, 0.33169], [3.58630, 0.11148, -0.35131], [-1.92770, 3.33348, 0.28769], [-1.02870, 4.50248, 0.57769], [-0.44070, 4.54648, 1.91769], [-0.15570, 4.77248, -0.23931], [-2.12370, 2.62748, 1.08769], [-1.41270, 2.65548, -0.36131], [-2.72370, 3.68648, -0.36031], [-1.75670, 5.35048, 0.53869], [-1.19770, 4.50548, 2.74869], [0.04230, 5.55948, 2.06469], [0.38330, 3.93748, 2.04969], [0.43730, 4.00548, -0.43231], [-4.14570, 0.59048, 0.00169], [-3.61870, 0.69348, -1.39131], [-4.50070, -0.08952, -2.38231], [-3.62170, 1.77248, -1.99731], [-3.37470, 0.80448, 0.81569], [-4.33870, -0.44252, 0.01669], [-5.09170, 1.12448, 0.22469], [-2.60870, 0.34948, -1.37331], [-4.09570, -0.19552, -3.39731], [-5.49770, 0.36348, -2.46431], [-4.54670, -1.16352, -2.17431], [-4.45870, 2.12248, -1.90231], [-1.38670, -1.22452, 1.81169], [-0.71770, -0.01252, 1.22269], [0.63130, 0.34848, 1.92169], [-0.51270, -0.09952, -0.02031], [-1.77970, -1.15152, 2.80269], [-0.77670, -2.11552, 1.71969], [-2.31270, -1.43052, 1.20269], [-1.43870, 0.79248, 1.33569], [0.84830, 1.41648, 1.74069], [1.46430, -0.26952, 1.57069], [0.45630, 0.19548, 2.98869], [0.23030, 0.45648, -0.26831], [3.40930, 3.88848, 3.16569], [3.31630, 3.42248, 1.78169], [3.23530, 4.60748, 0.76369], [4.29630, 2.72048, 1.41669], [4.12630, 4.68548, 3.48869], [3.19830, 3.06948, 3.85469], [2.43730, 4.47348, 3.34069], [2.47830, 2.78048, 1.70769], [2.37330, 5.19848, 0.96869], [3.13730, 4.26048, -0.28631], [4.18530, 5.21248, 0.79169], [5.06430, 3.25148, 1.61169], [-2.25470, -2.50152, -2.14831], [-0.82370, -2.84952, -1.82431], [-0.45970, -4.09252, -2.74831], [-0.07870, -1.91252, -2.06931], [-2.90070, -3.39852, -2.25731], [-2.47170, -1.93052, -3.06531], [-2.83470, -2.00752, -1.28431], [-0.69770, -3.13452, -0.76131], [-0.63270, -3.82252, -3.74231], [-1.08670, -4.88452, -2.40431], [0.51530, -4.45352, -2.73631], [-0.38470, -1.21552, -1.49431], [3.80130, -4.08652, -0.40831], [2.66530, -3.26852, -0.93431], [1.88330, -2.84352, 0.26069], [2.96530, -2.21752, -1.54131], [3.42830, -4.88052, 0.20269], [4.48230, -3.66752, 0.22369], [4.38630, -4.47152, -1.20931], [1.99130, -3.81752, -1.63631], [2.56030, -2.44152, 0.95269], [1.26330, -3.71552, 0.64869], [1.18630, -1.99852, 0.17469], [2.92030, -2.34752, -2.44431]], "forces_ev_per_a": [[1.2677, 0.1918, 0.7124], [0.7273, 1.0688, 0.0785], [-1.1318, -0.8965, -0.3014], [-0.1868, 0.7929, -0.3937], [0.2487, 0.4329, 0.4885], [-0.9466, -1.5862, -0.6112], [-2.7477, 6.5197, -0.4350], [3.1155, -5.8899, -0.8069], [-3.3238, -0.4893, -3.0347], [2.2887, -1.4725, 1.8314], [1.5884, -0.0526, 1.9888], [0.2041, 0.1841, 0.0638], [-0.1381, -0.7785, -0.4905], [-0.5425, 1.6892, -0.0311], [0.4508, -1.0975, -0.9552], [-7.6215, 0.0238, 5.8952], [-1.2885, 2.9661, 3.2571], [7.8975, 1.1625, -8.2997], [-0.9135, 0.7386, 0.5601], [0.7844, -0.4083, -0.8278], [-0.6942, -0.4085, 0.5594], [0.2041, -0.0460, 0.3753], [0.7714, -0.4764, -0.5791], [-0.6134, -0.6882, -0.3092], [1.4286, -2.1049, 0.3531], [-0.3682, 0.5168, 0.0058], [0.6360, 0.8555, 1.7521], [-0.8641, -7.5180, 1.2537], [-0.0014, -3.3051, -0.0558], [3.2808, 9.9019, -3.3586], [-1.1484, -0.0055, -1.1532], [-0.5703, -1.5311, 0.8872], [0.4993, -0.1029, -0.3138], [0.8069, -0.8537, 0.0011], [0.2981, 1.0131, 0.1839], [0.1493, -0.1975, 0.2421], [-0.8761, -0.0310, 0.5340], [-2.6559, 1.8898, -0.1612], [-1.4316, -1.0744, -1.6441], [-0.2299, 1.4155, 7.3288], [-1.2989, 0.4054, 0.7361], [1.1226, -1.6713, -8.0986], [0.2350, 0.4608, 0.8316], [0.4431, -0.2551, 0.1027], [0.7719, 0.1530, 0.2809], [-0.0554, 0.5775, 1.0817], [0.0150, -0.4995, 0.0302], [-0.2690, -0.0019, 0.0778], [0.4909, 0.1300, 0.0951], [-0.2839, 0.4052, -0.3528], [-3.1113, 2.3547, 2.4785], [-4.7172, 5.6114, -0.2539], [0.3178, -0.3060, -0.2790], [7.3047, -5.0208, -1.4512], [0.1676, -1.2437, -0.5038], [1.0265, -0.0601, 0.2943], [1.0067, -0.5234, -0.2943], [-1.5670, -0.2171, -0.1587], [-0.5083, 0.8762, 0.0778], [0.0072, -0.1354, 0.7104], [-0.8667, -0.4112, 0.3118], [1.0600, -0.2735, -0.3423], [-3.5128, -0.5837, 1.5721], [-5.0834, -9.1003, 0.3215], [-1.3696, 1.2197, 2.1531], [6.9190, 8.1976, -2.5265], [0.5180, 0.0974, -0.0266], [0.8094, 0.0173, 0.3211], [1.2964, -0.2361, -1.1234], [-0.6484, -0.6205, 0.0607], [-0.7488, 0.3732, -1.6630], [-0.5750, -0.7453, -0.2279], [1.9748, -0.3340, 0.5237], [0.3518, 1.2807, 0.4640], [-0.9476, -1.8559, -1.6062], [-3.7013, -6.1122, 3.6945], [-2.9438, -1.0491, 1.0315], [3.5604, 8.2570, -2.5838], [-0.4555, -0.9441, 0.0054], [1.6098, 2.2674, 1.6697], [0.4557, -0.7233, -0.7944], [0.4965, -0.7104, 0.9851], [1.1302, -0.0016, 1.6023], [1.0198, 1.0716, 0.0618], [-0.0456, -0.4304, -0.9213], [0.2453, -0.0387, -2.9576]], "mulliken_charge": [-0.285, -0.590, 0.012, 0.164, 0.321, 0.339, -0.023, -0.641, -0.282, -0.065, 0.243, 0.208, 0.244, 0.182, -0.710, 0.588, -1.140, -0.552, 0.163, -0.003, 0.336, 0.238, 0.417, 0.351, -0.105, 0.584, -1.158, 1.993, -1.571, -0.500, 0.197, 0.390, 0.298, -0.985, 0.374, 0.407, 0.396, 0.467, -1.605, 1.820, -1.064, 0.654, 0.440, 0.399, 0.209, -0.987, -0.161, -0.126, 0.663, -0.430, -1.410, 2.656, -1.016, -0.633, 0.372, 0.406, 0.240, -1.735, 0.262, 0.214, 0.373, 0.420, -1.276, 1.593, -2.039, -0.505, 0.440, 0.332, -0.067, -0.132, 0.483, 0.325, 0.491, 0.053, -1.990, 1.493, -0.026, -0.577, 0.423, 0.497, 0.444, -0.610, 0.644, 0.112, -0.717, 0.344], "total_charge": 0, "smiles": "NC(N)=O.CC(C)O.CC(C)O.CC(C)O.CC(C)O.CC(C)O.CC(C)O.CO", "gap_ev": 9.2}

---

{"formula": "C5H10O", "method": "ωB97M-V/def2-TZVPD", "species": ["O", "C", "C", "C", "C", "C", "H", "H", "H", "H", "H", "H", "H", "H", "H", "H"], "coordinates": [[-2.06811, 0.18427, 0.54884], [-0.83169, 0.12362, -0.02265], [-0.22508, -1.22512, -0.26588], [1.27100, -0.93206, -0.00564], [1.32669, 0.46006, 0.63362], [0.15095, 1.10176, -0.02122], [-2.58162, -0.61195, 0.36054], [-1.69206, 1.58301, -1.02431], [-0.65697, -1.98578, 0.38716], [-0.39124, -1.54609, -1.31125], [1.82066, -0.87360, -0.94700], [1.69598, -1.70593, 0.62465], [1.13183, 0.40690, 1.71998], [2.26820, 0.99612, 0.50248], [-1.50835, 2.08014, -0.49566], [0.28981, 1.94464, -0.68365]], "forces_ev_per_a": [[-0.2588, 0.0016, -0.7251], [0.4803, -0.1526, 0.5457], [0.0636, -0.2076, 0.3688], [0.3155, -0.3610, 0.0399], [0.3684, -0.2489, -0.1159], [0.1866, -0.3401, -0.1325], [0.1695, 0.0289, -0.0846], [-0.5684, 0.9058, -0.4970], [0.1935, -0.2399, 0.1329], [-0.0820, 0.2011, 0.4522], [-0.0293, -0.2363, 0.0800], [0.2082, -0.1470, -0.0395], [0.2072, -0.0204, -0.3001], [0.0535, -0.2066, -0.1654], [-0.8074, 0.5654, -0.5786], [-0.5003, 0.4577, 1.0192]], "mulliken_charge": [-0.441, 0.248, -0.593, -0.611, -0.643, -0.427, 0.313, -0.015, 0.350, 0.252, 0.269, 0.319, 0.187, 0.329, 0.080, 0.383], "total_charge": 0, "smiles": "OC1=CCCC1.[H][H]", "gap_ev": 8.5}

---

{"formula": "C3H9NO2S", "method": "ωB97M-V/def2-TZVPD", "species": ["O", "C", "C", "C", "S", "N", "H", "H", "H", "H", "H", "H", "H", "H", "H", "O"], "coordinates": [[1.21881, 1.84938, 2.03917], [0.38070, 0.98333, 1.97013], [0.46164, -0.15956, 0.97471], [0.59368, 0.50052, -0.40612], [0.87723, -0.68295, -1.75805], [-0.67363, -1.07753, 1.15468], [-0.46393, 1.04053, 2.67784], [1.32967, -0.77250, 1.21704], [-0.30591, 1.07870, -0.60663], [1.49142, 1.11073, -0.43622], [-0.31510, -1.31463, -1.78539], [-1.45259, -0.75810, 0.59217], [-0.37904, -1.93637, 0.70535], [-2.31195, 0.02774, -2.02713], [-3.44435, -0.88803, -1.60183], [-2.73230, -0.34717, -1.25221]], "forces_ev_per_a": [[-0.0050, -0.1840, -0.2532], [0.5210, 0.5045, 0.5756], [-0.6489, -0.0884, 0.2716], [-0.0034, -0.9719, -0.0531], [-0.1035, -0.1447, -0.1618], [0.4999, 0.2966, -0.4791], [-0.2808, -0.4293, -0.1778], [0.3889, 0.3787, -0.0736], [0.1241, 0.2493, -0.0651], [-0.1370, 0.3299, 0.0905], [0.1599, 0.1969, 0.2026], [-0.3151, 0.0956, 0.0181], [-0.2096, -0.2628, 0.1392], [0.1347, 0.1645, -0.2237], [-0.1327, -0.0720, 0.0266], [0.0075, -0.0628, 0.1633]], "mulliken_charge": [-0.478, -0.181, 0.246, -0.808, -0.200, -0.689, 0.390, 0.334, 0.348, 0.396, 0.080, 0.249, 0.312, 0.301, 0.298, -0.598], "total_charge": 0, "smiles": "N[C@H](C=O)CS.O", "gap_ev": 9.6}

---

{"formula": "C6H15N2", "method": "ωB97M-V/def2-TZVPD", "species": ["C", "C", "C", "C", "C", "C", "N", "N", "H", "H", "H", "H", "H", "H", "H", "H", "H", "H", "H", "H", "H", "H", "H"], "coordinates": [[4.63299, 0.41729, 0.28491], [3.17630, 0.37874, 0.18754], [-0.86496, 1.52802, -0.36239], [-1.40544, -0.67326, -1.36039], [-2.51633, 0.18008, 0.83288], [-1.21693, 0.12694, -0.03343], [3.85740, -0.73873, -0.03479], [-0.22080, -0.49703, 0.79090], [5.14341, 0.92078, -0.44940], [5.16147, 0.53900, 1.18039], [2.23883, 0.79326, 0.46774], [-0.78661, 2.19455, 0.53606], [0.10050, 1.46070, -0.94689], [-1.44360, 2.02200, -1.11241], [-1.17540, -1.78615, -1.18046], [-0.60686, -0.41248, -2.09671], [-2.39693, -0.53601, -1.63525], [-2.35424, 0.68545, 1.83882], [-3.34064, 0.92318, 0.36898], [-2.93694, -0.80884, 1.00384], [3.71044, -1.73442, 0.12711], [-0.36629, -1.55252, 1.02561], [0.01351, 0.06120, 1.62205]], "forces_ev_per_a": [[0.0592, 1.0704, 0.3532], [3.0381, -3.8489, 0.1288], [2.7108, 0.9997, -0.2347], [2.9979, -1.6169, 1.7743], [-1.7877, 2.4287, -0.4791], [-2.4185, -0.8629, 0.4819], [-3.6064, 2.4928, 0.4998], [2.2742, -2.0975, 0.7390], [1.1537, 0.5500, -2.2975], [0.1580, -0.2476, 1.7800], [-1.1458, -0.1509, -0.2715], [0.0988, -0.5371, -0.7729], [-0.2724, 0.3795, 0.9682], [-1.1786, 0.0602, -0.1422], [-0.7886, 1.4527, -0.0738], [-0.9992, 0.2565, 0.3018], [-1.5877, 0.1335, -1.2463], [0.2707, -0.8013, -1.1220], [1.6236, -1.9779, 0.6668], [-0.1410, 0.0249, -0.0398], [0.1246, 0.0521, -0.2578], [0.0024, 2.9342, -0.4632], [-0.5860, -0.6942, -0.2927]], "mulliken_charge": [-0.408, 0.279, -1.591, -1.529, -1.514, 1.506, -0.126, -0.554, 0.267, 0.281, 0.327, 0.353, 0.287, 0.418, 0.346, 0.328, 0.405, 0.371, 0.306, 0.394, 0.326, 0.255, 0.274], "total_charge": 1, "gap_ev": 6.0}

---

What did we get for ΔE to the lowest compared entry with this formula, charge and spin? Answer: 218.1; 146.5; 99.0; 37.0; 125.1 kcal per mole, in the order shown.
What did we get for total energy? Answer: -8924.554; -40999.753; -7390.470; -19676.809; -9434.549 eV, in the order shown.
What did we get for LUMO energy? Answer: -3.254; 0.376; 0.863; 0.313; -6.179 eV, in the order shown.